(1)
A single C3H6IP molecule in a non-equilibrium geometry. Source: the OMol25 dataset; level of theory: ωB97M-V/def2-TZVPD.

Results
**Largest force on an atom**: 3.088 eV/Å
**Molar mass**: 200.0 g mol⁻¹
**SMILES**: C[C@@H]1CP1I
**DFT total energy**: -756.91240 a.u.
**Kohn-Sham gap**: 8.2 eV
**Highest occupied orbital energy**: -9.13 eV
**Lowest unoccupied orbital energy**: -0.034 Eh

Cartesian coordinates (Å):
C1 0.7976 -0.1807 -0.6518
C2 -0.2248 -0.6768 0.3673
C3 -0.8431 0.3621 1.1694
P1 0.2013 -0.7386 2.2083
I1 -1.7385 -2.6238 2.9066
H1 1.1467 0.8373 -0.4893
H2 0.3412 0.0396 -1.5471
H3 1.6395 -0.7411 -0.9307
H4 -0.8835 -1.4580 -0.0386
H5 -0.4571 1.4220 1.0988
H6 -1.8489 0.4438 1.5780

(2)
A molecular structure, C34H29Cl2CuF6N6O14S2 in a non-equilibrium geometry. Source: the OMol25 dataset; level of theory: ωB97M-V/def2-TZVPD.

Results
**Charge**: +1
**Largest force on an atom**: 7.950 eV/Å
**Molar mass**: 1058.2 g mol⁻¹
**DFT total energy**: -6650.47362 a.u.
**Kohn-Sham gap (alpha / beta)**: 7.0 / 3.3 eV
**Highest occupied orbital energy (alpha / beta)**: -11.66 / -11.66 eV
**Spin multiplicity**: 2
**Lowest unoccupied orbital energy (alpha / beta)**: -0.172 / -0.306 Eh

Cartesian coordinates (Å):
Cu1 8.6028 11.7179 14.9107
C1 10.9976 13.4779 11.8093
F1 11.1489 14.0902 10.6409
F2 11.5223 12.2491 11.8014
F3 11.6281 14.1854 12.7070
S1 9.1701 13.4698 12.2274
O1 9.1025 14.3106 13.3784
O2 8.3799 13.8664 11.1310
N1 8.8047 11.9398 12.8328
S2 8.7953 10.9190 11.5997
O3 7.4635 10.4030 11.4729
O4 9.4254 11.3059 10.3697
C2 9.7819 9.4519 12.1334
F4 9.7904 8.6185 11.0813
F5 11.0422 9.7691 12.4908
F6 9.2152 8.8610 13.1217
Cl1 16.3085 16.1795 14.0304
C3 14.6628 15.4250 14.1754
C4 13.9216 16.2567 15.1699
Cl2 14.5492 15.9039 16.7861
H1 14.8238 14.4066 14.5028
H2 14.2191 15.4678 13.1909
H3 12.8449 16.0741 15.1212
H4 14.0313 17.3185 14.9735
C5 3.5431 13.7446 11.1758
C6 4.5999 12.8553 11.2666
C7 5.3899 12.8860 12.3965
C8 5.1364 13.7908 13.3992
C9 3.9255 14.4554 13.4310
C10 3.1595 14.4731 12.3009
N2 5.9666 13.8520 14.5767
O5 5.6178 14.5256 15.4927
O6 6.9595 13.1614 14.5761
H5 2.9274 13.7815 10.2846
H6 4.8328 12.0821 10.5501
H7 6.1526 12.1152 12.4696
H8 3.6354 15.0597 14.2772
H9 2.2313 15.0249 12.2451
C11 11.0377 5.6447 11.9195
C12 10.6142 5.0843 10.7224
C13 11.3141 5.2882 9.5658
C14 12.4538 6.0620 9.6076
C15 12.8505 6.6775 10.7818
C16 12.1774 6.4371 11.9432
N3 13.1132 6.4203 8.3597
O7 12.4737 6.3202 7.3324
O8 14.2019 6.8907 8.4446
H10 10.5045 5.4920 12.8500
H11 9.6450 4.6017 10.6939
H12 10.9082 4.8049 8.6910
H13 13.6938 7.3567 10.7505
H14 12.5433 6.9336 12.8288
C17 20.7531 10.4651 14.9756
C18 19.7173 9.6073 15.3342
C19 18.4244 9.9711 15.0455
C20 18.2031 11.0979 14.2962
C21 19.2265 11.9458 13.9318
C22 20.5061 11.6431 14.2849
N4 16.8557 11.4380 13.8592
O9 16.6754 12.5317 13.3638
O10 15.9935 10.6072 14.0341
H15 21.7555 10.1382 15.2334
H16 19.8750 8.6991 15.8994
H17 17.5729 9.4465 15.4571
H18 18.9311 12.7632 13.2861
H19 21.3475 12.3063 14.1404
C23 15.1666 11.0393 17.6990
C24 14.4746 10.1001 16.9290
C25 13.3203 10.4558 16.2317
C26 12.8029 11.7096 16.4473
C27 13.4918 12.6483 17.1818
C28 14.6012 12.3066 17.9309
N5 11.6718 12.1717 15.6914
O11 10.8477 11.3318 15.3508
O12 11.5338 13.2789 15.5505
H20 16.0555 10.8102 18.2797
H21 14.8757 9.1051 16.7738
H22 12.8059 9.6302 15.7566
H23 13.0386 13.6299 17.2555
H24 15.2064 13.0631 18.4108
C29 9.5157 10.8163 6.2156
C30 9.8598 10.3061 7.4423
C31 9.5644 8.9074 7.7197
C32 9.0168 8.0933 6.7165
C33 8.5499 8.6415 5.5698
C34 8.7679 10.0508 5.3150
N6 8.8917 6.6563 6.8382
O13 8.6154 6.0939 5.8457
O14 9.0949 6.1204 7.8982
H25 9.8215 11.8216 5.9560
H26 10.3767 10.9569 8.1353
H27 9.7596 8.5012 8.7125
H28 8.0661 8.0084 4.8333
H29 8.3735 10.5198 4.4221

(3)
A single C23H24N4O3S molecule. Source: the OMol25 dataset; level of theory: ωB97M-V/def2-TZVPD.

Results
**Largest force on an atom**: 0.773 eV/Å
**Molar mass**: 436.5 g mol⁻¹
**SMILES**: COc1ccccc1N1CCN(C(=O)CSc2nc(-c3ccccc3)cc(=O)[nH]2)CC1
**DFT total energy**: -1733.80635 a.u.
**Kohn-Sham gap**: 8.2 eV
**Highest occupied orbital energy**: -8.01 eV
**Lowest unoccupied orbital energy**: 0.008 Eh

Cartesian coordinates (Å):
C1 1.8179 -0.7945 3.5151
O1 2.2817 -0.6501 2.1957
C2 3.5293 -0.1399 1.9686
C3 4.3660 0.3163 2.9796
C4 5.5927 0.8874 2.6872
C5 6.0036 1.0070 1.3737
C6 5.1910 0.5297 0.3627
C7 3.9574 -0.0557 0.6273
N1 3.2341 -0.5259 -0.4893
C8 2.6130 0.4910 -1.3027
C9 1.3582 1.0477 -0.6038
N2 0.6019 -0.0452 -0.0271
C10 -0.2866 0.0831 0.9718
O2 -0.8246 -0.8623 1.5158
C11 -0.5972 1.5185 1.4009
S1 -2.2774 1.5645 2.0825
C12 -3.0862 0.7845 0.7448
N3 -2.4350 0.6376 -0.3597
C13 -3.0221 -0.0908 -1.3507
C14 -2.1632 -0.3115 -2.5213
C15 -1.3161 0.7050 -2.9542
C16 -0.4613 0.4982 -4.0203
C17 -0.4387 -0.7296 -4.6622
C18 -1.2817 -1.7447 -4.2395
C19 -2.1424 -1.5392 -3.1765
C20 -4.2881 -0.5828 -1.2391
C21 -5.0633 -0.3570 -0.0481
O3 -6.2015 -0.7055 0.1741
N4 -4.3460 0.3503 0.9384
C22 0.8971 -1.3652 -0.5408
C23 2.3903 -1.7017 -0.3748
H1 0.8101 -1.1967 3.4181
H2 2.4391 -1.4909 4.0871
H3 1.7755 0.1673 4.0375
H4 4.0553 0.2449 4.0101
H5 6.2189 1.2402 3.4925
H6 6.9563 1.4551 1.1366
H7 5.5105 0.5931 -0.6666
H8 2.3499 0.0479 -2.2669
H9 3.3173 1.3062 -1.4756
H10 1.6819 1.7239 0.1934
H11 0.7467 1.6063 -1.3228
H12 -0.5557 2.2208 0.5725
H13 0.0662 1.8346 2.2060
H14 -1.3535 1.6597 -2.4516
H15 0.1898 1.2939 -4.3532
H16 0.2338 -0.8949 -5.4910
H17 -1.2647 -2.7024 -4.7384
H18 -2.7834 -2.3379 -2.8353
H19 -4.7528 -1.1451 -2.0318
H20 -4.8070 0.4879 1.8304
H21 0.2795 -2.0729 0.0120
H22 0.6095 -1.3978 -1.5978
H23 2.6801 -2.4019 -1.1706
H24 2.5714 -2.1855 0.5822

(4)
A molecular structure, C16H24O13Pt2 in a non-equilibrium geometry. Source: the OMol25 dataset; level of theory: ωB97M-V/def2-TZVPD.

Results
**Charge**: +2
**Largest force on an atom**: 3.792 eV/Å
**Molar mass**: 814.5 g mol⁻¹
**DFT total energy**: -1839.86905 a.u.
**Kohn-Sham gap (alpha / beta)**: 6.7 / 3.2 eV
**Highest occupied orbital energy (alpha / beta)**: -14.84 / -14.84 eV
**Spin multiplicity**: 5
**Lowest unoccupied orbital energy (alpha / beta)**: -0.300 / -0.428 Eh

Cartesian coordinates (Å):
Pt1 -0.1241 -2.4747 -3.6380
Pt2 0.4276 1.1672 -3.1662
C1 -1.2226 3.6113 -0.2959
C2 -0.3598 3.9187 -1.4754
O1 -0.5495 3.3867 -2.5853
O2 0.6690 4.6399 -1.2857
H1 -2.2616 3.8957 -0.4863
H2 -0.9894 4.1079 0.6440
H3 -1.3020 2.5324 -0.1553
C3 -0.4451 -1.0176 0.6202
C4 -0.3873 -0.8787 -0.8938
O3 -0.3432 -1.9274 -1.5947
O4 -0.1646 0.3070 -1.2784
H4 -1.4897 -1.0579 0.9264
H5 0.1694 -0.2629 1.1014
H6 0.0016 -1.9697 0.9144
C5 -5.0776 -1.8442 0.7180
C6 -5.9831 -1.5222 -0.4386
C7 -5.5806 -0.4138 -1.4558
O5 -5.3238 -1.1647 -2.6296
C8 -5.6137 -2.4917 -2.4952
O6 -5.5583 -3.2829 -3.3713
O7 -6.0725 -2.6929 -1.2498
H7 -5.3558 -2.8399 1.0735
H8 -5.1928 -1.1527 1.5525
H9 -4.0181 -2.0118 0.5043
H10 -7.0028 -1.2640 -0.1572
H11 -4.7139 0.1532 -1.1272
H12 -6.5067 0.1509 -1.5333
C9 2.9882 -4.2644 0.9681
C10 3.2780 -3.2614 -0.1030
C11 3.3376 -1.7689 0.1970
O8 4.6122 -1.3592 -0.3947
C12 5.1621 -2.4024 -0.9739
O9 6.1313 -2.4243 -1.7690
O10 4.6554 -3.5266 -0.6023
H13 3.3268 -5.2082 0.5373
H14 1.9091 -4.3675 1.0696
H15 3.5387 -3.9745 1.8608
H16 2.6198 -3.4400 -0.9568
H17 3.3209 -1.5996 1.2751
H18 2.6033 -1.1957 -0.3615
C13 2.9936 4.6241 1.2473
C14 2.3915 3.5944 2.2285
C15 1.4730 2.6305 1.4363
O11 1.8911 1.4062 2.0526
C16 3.1854 1.4713 2.2632
O12 3.9695 0.5673 2.3346
O13 3.4748 2.7446 2.6359
H19 3.7400 5.1937 1.8067
H20 2.2461 5.2905 0.8240
H21 3.6344 4.1569 0.4984
H22 1.8895 4.0543 3.0761
H23 1.5443 2.6237 0.3510
H24 0.4542 2.8342 1.7568

(5)
2 unconnected molecules or ions with the total composition C5H10O. Source: the OMol25 dataset; level of theory: ωB97M-V/def2-TZVPD.

Results
**Largest force on an atom**: 0.957 eV/Å
**Molar mass**: 86.1 g mol⁻¹
**SMILES**: C1=CCCC1.O
**DFT total energy**: -271.71584 a.u.
**Kohn-Sham gap**: 10.1 eV
**Highest occupied orbital energy**: -9.07 eV
**Lowest unoccupied orbital energy**: 0.036 Eh

Cartesian coordinates (Å):
C1 -0.6395 0.2992 -1.0040
C2 0.1569 1.2256 -0.4727
C3 1.3318 0.5906 0.2450
C4 0.8836 -0.8754 0.4181
C5 -0.1323 -1.0906 -0.7193
H1 -1.5499 0.4790 -1.5673
H2 0.0113 2.2966 -0.5797
H3 1.6527 1.0483 1.1906
H4 2.1715 0.6604 -0.4538
H5 1.7195 -1.5795 0.3765
H6 0.3983 -1.0143 1.3969
H7 -0.8900 -1.8521 -0.4960
H8 0.3763 -1.3890 -1.6418
O1 -2.2004 0.4991 1.0031
H9 -1.9624 -0.2812 1.5152
H10 -1.3553 0.9406 0.8372

(6)
A gas-phase ion, CHN4O2 (charge +1) in a non-equilibrium geometry. Source: the OMol25 dataset; level of theory: ωB97M-V/def2-TZVPD.

Results
**Charge**: +1
**Largest force on an atom**: 2.614 eV/Å
**Molar mass**: 101.0 g mol⁻¹
**SMILES**: O=C=[NH+]/N=N\N=O
**DFT total energy**: -407.66274 a.u.
**Kohn-Sham gap**: 8.2 eV
**Highest occupied orbital energy**: -14.80 eV
**Lowest unoccupied orbital energy**: -0.242 Eh

Cartesian coordinates (Å):
O1 -0.2142 -2.0832 -0.0653
C1 -0.7978 -1.1206 -0.0582
N1 -1.3408 0.0315 -0.0230
N2 -0.5366 1.2039 -0.2207
N3 0.6659 0.9664 0.1179
N4 1.6630 0.4728 -0.1656
O2 2.7561 0.1854 0.0710
H1 -2.1955 0.3437 0.3439